1.
A 2-piece molecular cluster, C3H4ClN overall, computed with ωB97M-V/def2-TZVPD.

## Properties
E_tot   -631.3927 a.u.
HOMO level (spin up / spin down)   -8.215 / -7.548 eV
Charge   0
Gap between HOMO and LUMO (spin up / spin down)   0.2796 / 0.2567 hartree
Energy above the lowest of the compared OMol25 structures with the same formula, charge and spin   6.664 eV

Bonds (Å) are listed after each position.
Geometry (Å):
1 C 0.165 2.109 0.201  H6 1.114, H7 1.041
2 C -0.721 -1.805 0.051  N4 1.309, H8 1.118, H9 1.062
3 C 0.986 0.002 -0.089  N4 1.197, Cl5 1.632
4 N 0.240 -0.916 0.090  C2 1.309, C3 1.197
5 Cl 2.608 0.177 -0.105  C3 1.632
6 H -0.236 2.570 -0.731  C1 1.114
7 H -0.739 1.955 0.694  C1 1.041
8 H -0.830 -2.372 -0.907  C2 1.118
9 H -1.474 -1.721 0.796  C2 1.062

2.
A 2-piece molecular cluster, C11H11O3S overall, computed with ωB97M-V/def2-TZVPD.

## Properties
E_tot   -1049.5812 a.u.
HOMO level (spin up / spin down)   -3.266 / -3.267 eV
Charge   -1
Gap between HOMO and LUMO (spin up / spin down)   0.2102 / 0.2102 hartree
Energy above the lowest of the compared OMol25 structures with the same formula, charge and spin   1.739 eV

Bonds (Å) are listed after each position.
Geometry (Å):
1 C 1.664 -1.370 1.065  C2 1.358, C3 1.359, H16 1.042
2 C 1.484 -0.943 -0.212  C1 1.358, C4 1.391, H17 0.994
3 C 1.480 -0.527 2.114  C1 1.359, C5 1.363, H18 1.083
4 C 1.181 0.391 -0.467  C2 1.391, C6 1.423, H19 1.133
5 C 1.280 0.810 1.937  C3 1.363, C6 1.426, H20 1.170
6 C 1.239 1.322 0.607  C4 1.423, C5 1.426, C11 1.429
7 C -0.943 -0.461 -1.280  C8 1.331, C9 1.436
8 C -2.017 -0.702 -0.532  C7 1.331, C10 1.514, O14 1.434
9 C -0.748 -0.281 -2.691  C7 1.436, O12 1.393, O13 1.217
10 C -1.896 -0.974 0.953  C8 1.514, H21 1.017, H22 1.218, H23 1.055
11 C 1.339 2.729 0.378  C6 1.429, S15 1.648, H24 1.087
12 O -0.886 1.029 -3.147  C9 1.393, H26 0.918
13 O -0.476 -1.123 -3.526  C9 1.217
14 O -3.294 -1.149 -1.008  C8 1.434, H25 0.975
15 S 1.561 3.857 1.559  C11 1.648
16 H 1.986 -2.359 1.130  C1 1.042
17 H 1.653 -1.605 -0.933  C2 0.994
18 H 1.620 -1.062 3.045  C3 1.083
19 H 1.138 0.875 -1.490  C4 1.133
20 H 1.246 1.478 2.896  C5 1.170
21 H -1.013 -1.415 1.197  C10 1.017
22 H -1.886 0.048 1.616  C10 1.218
23 H -2.789 -1.402 1.318  C10 1.055
24 H 1.346 3.273 -0.562  C11 1.087
25 H -3.158 -1.922 -1.585  O14 0.975
26 H -1.111 1.483 -2.381  O12 0.918

3.
An isolated ion of composition CH3N4O and charge +1, computed with ωB97M-V/def2-TZVPD.

## Properties
E_tot   -333.8062 a.u.
HOMO level   -16.399 eV
Charge   +1
Gap between HOMO and LUMO   0.4230 hartree
Energy above the lowest of the compared OMol25 structures with the same formula, charge and spin   0.726 eV

Bonds (Å) are listed after each position.
Geometry (Å):
1 N 2.819 -0.995 -0.305  N2 1.094
2 N 1.750 -1.019 -0.075  N1 1.094, N3 1.178
3 N 0.612 -1.227 0.148  N2 1.178, C4 1.325
4 C -0.589 -0.679 0.255  N3 1.325, N5 1.702, O6 1.168
5 N -0.702 0.979 -0.115  C4 1.702, H7 1.031, H8 0.990, H9 0.997
6 O -1.635 -1.144 0.488  C4 1.168
7 H 0.142 1.562 -0.010  N5 1.031
8 H -1.279 1.330 0.610  N5 0.990
9 H -1.117 1.192 -0.996  N5 0.997

4.
A 12-piece molecular cluster, C32H88O32S10 overall, computed with ωB97M-V/def2-TZVPD.

## Properties
E_tot   -7661.2302 a.u.
HOMO level   -9.145 eV
Charge   0
Gap between HOMO and LUMO   0.3298 hartree
Energy above the lowest of the compared OMol25 structures with the same formula, charge and spin   4.734 eV

Bonds (Å) are listed after each position.
Geometry (Å):
1 C -1.190 -4.395 1.251  C2 1.566, H8 1.090, H9 1.090, H10 1.090
2 C -1.440 -4.560 -0.286  C1 1.566, O3 1.463, H11 1.090, H12 1.090
3 O -1.712 -5.995 -0.377  C2 1.463, S4 1.636
4 S -1.518 -6.690 -1.846  O3 1.636, C5 1.836, O6 1.484, O7 1.500
5 C 0.294 -6.988 -1.878  S4 1.836, H13 1.090, H14 1.090, H15 1.090
6 O -2.350 -7.912 -1.966  S4 1.484
7 O -1.745 -5.620 -2.873  S4 1.500
8 H -2.023 -4.611 1.921  C1 1.090
9 H -0.982 -3.349 1.475  C1 1.090
10 H -0.282 -4.935 1.516  C1 1.090
11 H -2.287 -3.953 -0.606  C2 1.090
12 H -0.549 -4.311 -0.863  C2 1.090
13 H 0.853 -6.958 -0.943  C5 1.090
14 H 0.665 -6.134 -2.445  C5 1.090
15 H 0.507 -7.892 -2.448  C5 1.090
16 C -5.133 5.191 -2.287  C17 1.624, H23 1.090, H24 1.090, H25 1.090
17 C -5.702 3.709 -1.946  C16 1.624, O18 1.418, H26 1.090, H27 1.090
18 O -4.790 3.098 -1.048  C17 1.418, S19 1.676
19 S -4.795 1.423 -0.967  O18 1.676, C20 1.788, O21 1.479, O22 1.447
20 C -3.491 1.184 0.233  S19 1.788, H28 1.090, H29 1.090, H30 1.090
21 O -6.090 1.038 -0.366  S19 1.479
22 O -4.474 0.926 -2.288  S19 1.447
23 H -5.813 5.616 -3.025  C16 1.090
24 H -4.071 5.087 -2.512  C16 1.090
25 H -5.144 5.780 -1.370  C16 1.090
26 H -6.704 3.573 -1.539  C17 1.090
27 H -5.732 3.040 -2.807  C17 1.090
28 H -3.800 1.817 1.065  C20 1.090
29 H -2.642 1.657 -0.263  C20 1.090
30 H -3.356 0.153 0.557  C20 1.090
31 C -2.678 5.495 0.441  C32 1.489, H38 1.090, H39 1.090, H40 1.090
32 C -3.972 5.351 1.163  C31 1.489, O33 1.458, H41 1.090, H42 1.090
33 O -3.846 4.578 2.392  C32 1.458, S34 1.649
34 S -5.086 3.751 3.098  O33 1.649, C35 1.834, O36 1.450, O37 1.473
35 C -5.464 4.894 4.482  S34 1.834, H43 1.090, H44 1.090, H45 1.090
36 O -6.144 3.615 2.117  S34 1.450
37 O -4.656 2.480 3.705  S34 1.473
38 H -2.209 4.533 0.231  C31 1.090
39 H -1.899 6.190 0.753  C31 1.090
40 H -2.814 5.989 -0.521  C31 1.090
41 H -4.274 6.364 1.428  C32 1.090
42 H -4.741 5.083 0.438  C32 1.090
43 H -5.653 5.864 4.023  C35 1.090
44 H -4.535 4.947 5.049  C35 1.090
45 H -6.357 4.770 5.095  C35 1.090
46 C 1.316 -2.017 -4.513  C47 1.512, H53 1.090, H54 1.090, H55 1.090
47 C 0.563 -1.864 -5.816  C46 1.512, O48 1.432, H56 1.090, H57 1.090
48 O 0.133 -3.174 -6.200  C47 1.432, S49 1.627
49 S -1.241 -3.256 -7.068  O48 1.627, C50 1.869, O51 1.490, O52 1.483
50 C -1.183 -5.121 -7.178  S49 1.869, H58 1.090, H59 1.090, H60 1.090
51 O -2.381 -2.849 -6.200  S49 1.490
52 O -1.053 -2.678 -8.421  S49 1.483
53 H 2.176 -2.685 -4.576  C46 1.090
54 H 0.764 -2.376 -3.644  C46 1.090
55 H 1.475 -0.973 -4.247  C46 1.090
56 H -0.302 -1.201 -5.778  C47 1.090
57 H 1.227 -1.437 -6.567  C47 1.090
58 H -1.287 -5.648 -6.230  C50 1.090
59 H -0.305 -5.589 -7.624  C50 1.090
60 H -2.033 -5.352 -7.819  C50 1.090
61 C 6.811 -1.040 -1.689  C62 1.535, H68 1.090, H69 1.090, H70 1.090
62 C 7.446 -0.103 -0.653  C61 1.535, O63 1.414, H71 1.090, H72 1.090
63 O 6.869 -0.070 0.636  C62 1.414, S64 1.716
64 S 5.182 0.246 0.654  O63 1.716, C65 1.837, O66 1.444, O67 1.520
65 C 4.933 1.107 2.257  S64 1.837, H73 1.090, H74 1.090, H75 1.090
66 O 4.808 1.117 -0.436  S64 1.444
67 O 4.407 -1.062 0.677  S64 1.520
68 H 6.789 -2.049 -1.276  C61 1.090
69 H 7.445 -1.160 -2.568  C61 1.090
70 H 5.786 -0.769 -1.943  C61 1.090
71 H 8.505 -0.356 -0.594  C62 1.090
72 H 7.428 0.910 -1.055  C62 1.090
73 H 3.876 1.019 2.512  C65 1.090
74 H 5.330 2.120 2.330  C65 1.090
75 H 5.485 0.579 3.034  C65 1.090
76 C 0.107 -0.996 1.888  C77 1.455, H83 1.090, H84 1.090, H85 1.090
77 C 0.553 -0.637 0.551  C76 1.455, O78 1.411, H86 1.090, H87 1.090
78 O 0.096 0.665 0.258  C77 1.411, S79 1.643
79 S 0.110 1.418 -1.202  O78 1.643, C80 1.841, O81 1.469, O82 1.515
80 C 1.871 1.921 -1.398  S79 1.841, H88 1.090, H89 1.090, H90 1.090
81 O -0.194 0.425 -2.241  S79 1.469
82 O -0.667 2.715 -1.117  S79 1.515
83 H 0.687 -1.776 2.380  C76 1.090
84 H -0.935 -1.285 2.027  C76 1.090
85 H 0.391 -0.133 2.490  C76 1.090
86 H 1.640 -0.706 0.570  C77 1.090
87 H 0.227 -1.446 -0.103  C77 1.090
88 H 2.025 2.617 -0.574  C80 1.090
89 H 1.924 2.416 -2.368  C80 1.090
90 H 2.544 1.091 -1.184  C80 1.090
91 C -1.331 1.267 -8.080  C92 1.537, H98 1.090, H99 1.090, H100 1.090
92 C -2.088 1.705 -6.816  C91 1.537, O93 1.448, H101 1.090, H102 1.090
93 O -1.012 1.951 -5.880  C92 1.448, S94 1.644
94 S -1.229 3.248 -4.895  O93 1.644, C95 1.882, O96 1.451, O97 1.501
95 C -2.524 2.376 -3.845  S94 1.882, H103 1.090, H104 1.090, H105 1.090
96 O -0.043 3.473 -4.090  S94 1.451
97 O -1.946 4.312 -5.675  S94 1.501
98 H -1.983 1.181 -8.949  C91 1.090
99 H -0.756 0.349 -7.959  C91 1.090
100 H -0.625 2.056 -8.339  C91 1.090
101 H -2.750 2.520 -7.108  C92 1.090
102 H -2.827 1.017 -6.404  C92 1.090
103 H -2.047 1.437 -3.562  C95 1.090
104 H -3.456 2.203 -4.382  C95 1.090
105 H -2.650 2.974 -2.942  C95 1.090
106 C -0.994 2.765 2.472  C107 1.513, H113 1.090, H114 1.090, H115 1.090
107 C -0.156 3.884 3.049  C106 1.513, O108 1.486, H116 1.090, H117 1.090
108 O 0.871 4.295 2.056  C107 1.486, S109 1.657
109 S 1.787 5.555 2.621  O108 1.657, C110 1.873, O111 1.445, O112 1.438
110 C 3.281 4.677 3.332  S109 1.873, H118 1.090, H119 1.090, H120 1.090
111 O 2.191 6.332 1.473  S109 1.445
112 O 1.089 6.213 3.692  S109 1.438
113 H -1.286 3.057 1.464  C106 1.090
114 H -1.907 2.443 2.973  C106 1.090
115 H -0.331 1.899 2.470  C106 1.090
116 H -0.774 4.748 3.291  C107 1.090
117 H 0.368 3.557 3.947  C107 1.090
118 H 3.773 5.494 3.858  C110 1.090
119 H 3.835 4.320 2.463  C110 1.090
120 H 2.984 3.879 4.012  C110 1.090
121 C 2.299 -7.415 2.265  C122 1.551, H128 1.090, H129 1.090, H130 1.090
122 C 2.343 -6.698 3.639  C121 1.551, O123 1.420, H131 1.090, H132 1.090
123 O 2.459 -5.321 3.315  C122 1.420, S124 1.665
124 S 1.884 -4.207 4.411  O123 1.665, C125 1.776, O126 1.426, O127 1.461
125 C 3.057 -2.921 4.059  S124 1.776, H133 1.090, H134 1.090, H135 1.090
126 O 0.591 -3.827 3.944  S124 1.426
127 O 2.065 -4.613 5.803  S124 1.461
128 H 1.353 -7.137 1.800  C121 1.090
129 H 2.185 -8.493 2.385  C121 1.090
130 H 3.155 -7.242 1.613  C121 1.090
131 H 1.410 -6.834 4.185  C122 1.090
132 H 3.109 -7.052 4.329  C122 1.090
133 H 2.984 -2.636 3.009  C125 1.090
134 H 3.979 -3.408 4.374  C125 1.090
135 H 2.782 -2.019 4.606  C125 1.090
136 C 2.805 3.768 6.998  C137 1.458, H143 1.090, H144 1.090, H145 1.090
137 C 1.554 3.129 6.610  C136 1.458, O138 1.377, H146 1.090, H147 1.090
138 O 1.775 2.321 5.516  C137 1.377, S139 1.653
139 S 1.841 0.674 5.625  O138 1.653, C140 1.879, O141 1.447, O142 1.481
140 C 0.006 0.273 5.674  S139 1.879, H148 1.090, H149 1.090, H150 1.090
141 O 2.502 0.177 4.437  S139 1.447
142 O 2.417 0.430 6.968  S139 1.481
143 H 2.572 4.237 7.954  C136 1.090
144 H 3.229 4.503 6.314  C136 1.090
145 H 3.518 2.978 7.235  C136 1.090
146 H 1.253 2.527 7.468  C137 1.090
147 H 0.732 3.815 6.408  C137 1.090
148 H -0.419 0.437 6.664  C140 1.090
149 H 0.059 -0.788 5.429  C140 1.090
150 H -0.510 0.786 4.863  C140 1.090
151 C 3.185 -4.274 0.070  O152 1.410, H153 1.090, H154 1.090, H155 1.090
152 O 2.605 -3.012 -0.171  C151 1.410, H156 0.960
153 H 3.754 -4.372 -0.854  C151 1.090
154 H 3.857 -4.161 0.921  C151 1.090
155 H 2.367 -4.995 0.088  C151 1.090
156 H 3.239 -2.296 -0.079  O152 0.960
157 C -2.471 -2.146 -2.684  O158 1.380, H159 1.090, H160 1.090, H161 1.090
158 O -3.136 -3.281 -3.102  C157 1.380, H162 0.960
159 H -1.511 -2.152 -3.199  C157 1.090
160 H -3.108 -1.364 -3.096  C157 1.090
161 H -2.270 -2.093 -1.614  C157 1.090
162 H -2.486 -3.934 -3.370  O158 0.960

Number 1: F_max 3.54 eV/A. Number 2: F_max 5.63 eV/A. Number 3: F_max 5.27 eV/A. Number 4: F_max 4.59 eV/A.